[1]
# C67H72F6N5O2

2 unconnected molecules or ions with the total composition C67H72F6N5O2 in a non-equilibrium geometry (ωB97M-V/def2-TZVPD, the OMol25 dataset).

Its spin multiplicity is 1. Its energy is -3619.289647 hartree. For the energy relative to the best compared isomer or geometry (same formula, charge and spin), the calculation gives 0.00 kcal/mol. Its charge is +1. The calculation puts the gap between HOMO and LUMO at 3.82 eV. The HOMO energy is -9.0 eV.

The geometry in XYZ format:
```
152
C67H72F6N5O2, DFT ωB97M-V/def2-TZVPD
H -2.74007 4.07425 2.56371
C -2.01286 -2.64265 -4.40854
C -2.78853 -3.31766 -3.45114
C -2.39025 -3.30142 -2.09213
H 5.51254 -1.02182 0.70336
H -3.65808 2.96297 -1.06440
C -2.39561 2.00230 2.01087
H -0.35255 3.40751 0.50889
C 2.43272 0.19821 -3.02822
H -2.88366 -3.96422 -1.37980
C 0.12511 0.27852 2.40465
C -5.00622 -0.47572 5.06021
H -1.54334 1.51794 -1.36454
H 6.62168 4.74030 -4.37285
C 2.16835 -0.49421 0.40339
H 0.42436 -2.95880 2.80820
C -2.92361 1.45908 4.72345
C -1.40105 3.58950 0.26058
H 5.15743 2.68688 1.86526
C -4.11820 -5.37360 -3.43546
H 3.23141 -2.73261 -0.43755
H -2.82997 3.59651 5.00076
H -8.20860 -1.30930 -5.47063
C -5.03380 -2.54211 -5.49598
N 5.47567 2.37134 4.49516
H -0.73999 0.90220 0.08414
H -2.37311 0.33246 -0.33783
C -0.05030 0.14902 5.38509
H 2.44654 -3.13370 1.10258
N 3.30375 2.07325 -6.05371
H -3.74526 -1.77060 2.15039
H -3.51192 -2.69480 5.25846
H -0.26170 -1.48892 -4.76139
O 6.49260 2.09654 3.81642
H -0.70758 0.37063 6.23903
H -5.16965 -0.78164 2.47793
C -1.45009 -2.38315 -1.66911
H -1.43003 3.84785 -0.80702
H -2.27051 -2.74876 -5.46510
C 5.09815 3.42182 -5.11501
C 3.00351 2.33423 1.84390
H -5.60283 -1.37286 5.27638
C 1.89939 2.65204 3.97892
H -4.68729 -0.05993 6.02059
H -6.28143 -3.93521 -2.63859
H -5.01689 -2.39038 3.22228
F 3.82913 0.52474 -9.29745
C 0.58331 1.55207 2.16666
H -3.26491 -5.65643 -2.81834
C 4.70559 -0.78233 4.56900
C 3.17620 0.91054 -3.94895
H 5.64706 2.49772 -4.92797
F 5.25527 1.32855 -7.80078
C -7.35158 -2.55352 -3.92647
N 0.85485 -0.83652 2.80098
C 1.49584 -0.36600 7.21709
C -4.45966 -1.49091 2.92263
H 0.21645 -2.60508 4.93769
H 2.34393 -0.36948 -0.66531
H 2.95895 -0.35637 -2.25157
C 1.07744 -0.78812 5.80017
H -2.07782 -2.14187 4.38527
H 0.38383 -0.51406 -1.12930
C 2.28784 -0.72954 4.81201
H 2.23129 -1.06457 7.63692
H -1.75724 4.45229 0.83085
H -5.66268 0.24637 4.56046
F -2.94409 -6.00747 -5.38904
H -0.28072 -2.27370 6.61361
C -5.07366 -3.27783 -4.30040
H 1.35818 -2.87995 6.27282
N -1.19543 -0.15847 2.19507
C 3.60609 5.74242 -5.64638
H 4.22741 -3.15511 0.97956
C 4.86884 5.83156 -5.04777
C 4.28453 2.77758 3.82631
H 2.01560 0.50983 0.78388
H -4.11496 -2.54740 -6.08168
H -2.01838 -2.15486 1.99685
C -6.26136 -3.32982 -3.54788
C 3.97990 0.84301 -7.98654
C -6.16446 -1.84470 -5.91483
H 0.62544 -0.37831 7.88960
H 0.67235 1.75780 -6.12557
C -2.99411 0.41484 3.79031
C -2.79078 2.77659 4.28245
C 4.59684 -0.45666 0.49459
F -5.13872 -5.81035 -5.50984
H 1.98476 1.41317 -7.57219
O 5.42569 2.25806 5.74347
C 3.34664 -1.15865 1.05769
H 3.10676 2.77888 -8.02264
F 3.88564 -0.31572 -7.24871
H -4.34606 1.81106 0.10189
C 3.10172 4.49769 -6.01608
C -0.93037 -1.89784 -4.00295
H 3.01127 6.63732 -5.82886
H -1.23974 -2.24583 -0.60978
C 2.17049 -0.83650 3.40312
C -2.27695 2.35370 0.49911
H 5.69765 -0.69003 5.01273
C 4.56210 -1.13818 3.23767
C 4.22774 2.62045 2.42619
C -2.94502 -1.80311 4.95838
H 2.13110 4.39729 -6.50727
H -4.11892 3.50682 0.56301
C 3.31851 -2.63628 0.65516
H -0.20076 2.25868 1.92683
C 0.20260 -0.61384 -2.18901
H -6.12431 -1.28479 -6.84858
C 3.10944 2.94106 4.58852
C 2.54667 1.40200 -5.10501
H 4.69293 0.55233 0.92351
H -2.58483 -1.30247 5.86854
F -4.24082 -7.54564 -4.46264
H 3.19636 3.19214 5.64216
C 1.84793 2.13082 2.65730
C 1.15230 1.30240 -5.25725
H 4.52533 -0.33686 -0.59705
C 1.01193 0.11409 -3.12714
C -4.10999 -6.21430 -4.68487
C 3.31700 -1.02933 2.60679
H -3.06187 1.26142 5.78939
H 0.95865 2.81387 4.50823
C -2.66446 3.04016 2.91662
C 3.83077 3.33571 -5.71005
H 5.26529 6.80745 -4.75872
H -0.68052 -0.26715 4.59939
N -3.94550 -3.98281 -3.85135
C -1.70955 1.20527 -0.32186
C -1.17462 -1.55237 2.27838
C -2.29579 0.68600 2.55575
C 0.55832 -2.22461 5.90492
H 3.71856 -0.35420 6.40158
H 0.33514 1.10386 5.01722
H 1.25574 -1.06843 0.53575
H -8.22163 -2.50291 -3.27061
H 2.92528 2.26737 0.75567
C -3.68558 2.67816 -0.00628
H 5.45017 -1.43507 2.67159
C -7.32739 -1.85549 -5.13735
C 2.98390 1.84359 -7.47236
C 3.57092 -0.59917 5.34981
H 1.91327 0.65002 7.22937
C 0.39898 0.70696 -4.26867
H -0.68700 0.66510 -4.38904
H 4.24712 1.08429 -3.81605
C -0.72398 -1.59610 -2.61581
C -3.82250 -0.84804 4.15451
H -5.08275 -5.50673 -2.93760
C 5.62310 4.67623 -4.80820
C 0.05332 -1.95881 2.63947
```

[2]
# C8H14N2O2S

2 unconnected molecules or ions with the total composition C8H14N2O2S in a non-equilibrium geometry (ωB97M-V/def2-TZVPD, the OMol25 dataset).

Its spin multiplicity is 1. Its energy is -971.218028 hartree. For the energy relative to the best compared isomer or geometry (same formula, charge and spin), the calculation gives 143.50 kcal/mol. The calculation puts the gap between HOMO and LUMO at 8.49 eV. The HOMO energy is -8.0 eV. As for the SMILES: CC(C)=[S@](C)(=O)O.CC(C#N)C#N.

The geometry in XYZ format:
```
27
C8H14N2O2S, DFT ωB97M-V/def2-TZVPD
C 0.84327 2.23091 0.69423
C 0.16805 -0.39334 -2.06884
C -0.37757 2.73809 1.40171
H -2.64109 -2.34521 -0.75103
H -0.35351 -0.97350 -2.76261
H 1.10154 0.05789 -2.30873
O -0.45463 -1.67333 1.67506
C 1.29033 1.20941 1.63111
H 1.66572 -2.92548 -1.15159
N -1.26449 3.18841 1.98454
H 1.30137 4.12709 -0.28818
H -0.05335 -2.90025 -1.96182
O -1.32467 0.28514 0.36980
C -2.67035 -1.89505 0.22615
H 0.50451 1.68548 -0.13435
H -2.88235 -2.69428 1.05295
H 2.66382 3.19329 -0.13964
H 2.02039 3.96321 1.46580
C 0.36901 -1.23097 -0.82913
S -0.97285 -1.05878 0.23967
H 0.43137 -3.30516 -0.17985
C 1.75103 3.41646 0.47265
H -0.57089 0.46603 -1.84780
C 0.60243 -2.65331 -1.08020
H 0.49559 -1.70703 1.76700
H -3.30576 -1.14308 0.28325
N 1.66310 0.33738 2.23985
```

[3]
# C26H47AuN6OSi2

A molecular structure, C26H47AuN6OSi2 (ωB97M-V/def2-TZVPD, the OMol25 dataset).

Its expectation value of S² is 2.0090. Its spin multiplicity is 3. Its energy is -2136.872956 hartree. For the energy relative to the best compared isomer or geometry (same formula, charge and spin), the calculation gives 19.74 kcal/mol. Its charge is +2. The calculation puts the gap between HOMO and LUMO (alpha / beta) at 8.79 / 5.06 eV. The HOMO energy (alpha / beta) is -13.6 / -13.9 eV.

The geometry in XYZ format:
```
83
C26H47AuN6OSi2, DFT ωB97M-V/def2-TZVPD
Si -1.82304 0.52233 -2.74036
H -3.42953 3.75052 -2.43543
C 1.66768 7.58298 -3.91606
Si -3.29073 2.26403 -0.47235
H 1.64274 -0.82259 2.12379
H -1.92742 -0.16582 5.87846
C 1.16722 2.59902 -1.44596
N 1.39814 -1.08442 1.17189
H 0.87131 -2.79635 0.08529
C -4.97050 1.55563 -0.74595
H -0.45714 -2.14724 2.73747
C -0.23763 -0.44348 -2.86247
C 4.65281 5.58685 -4.02504
H 2.70416 7.88923 -3.75463
C -1.03871 0.57095 4.08026
H -3.22091 -1.53058 -2.68722
H -0.21906 -1.28300 -2.15565
H 3.68788 3.67012 -3.75273
H -2.91962 1.69523 1.95325
H -5.69590 2.30781 -0.40898
C 0.90516 -2.48213 1.12910
N 1.48017 1.64639 -0.55562
H -1.22335 1.74255 -4.72500
H 0.64663 0.18274 -2.69634
H 0.17232 2.57783 -1.86679
C -2.03610 0.75555 -0.77079
H -5.18010 1.34691 -1.79803
H -4.20748 -0.09240 -3.02824
H -5.13609 0.64011 -0.16653
H -3.95142 3.12424 1.65497
C 3.29519 3.63271 -1.24824
H -2.63165 -0.11262 -0.46245
H 0.95751 3.59046 1.29903
C 1.58233 6.22232 -4.59306
C -1.23970 1.85947 6.12885
H 3.40597 4.39788 -5.30381
N 2.18911 5.13325 -3.79448
C 3.49668 4.61958 -4.24100
H -2.17046 3.25343 1.48840
N 0.07969 1.86397 2.20099
H -3.15505 -0.75621 -4.28696
C -1.44264 0.67553 5.39526
H -2.79847 2.27804 -4.12575
H -0.20051 -0.84966 -3.88637
H -1.98829 4.12968 -1.46615
H 4.54876 6.47364 -4.65304
H 0.54374 5.96695 -4.77571
C -3.03594 2.59732 1.34319
C -3.24032 -0.56519 -3.20766
H 1.55956 -3.16862 1.65826
H 5.59848 5.10657 -4.28592
H 4.00980 4.40781 -1.49789
C 3.62431 2.66736 -0.30395
H 4.70635 5.92203 -2.98528
C 1.47257 4.66065 -2.76615
H -1.58049 -2.10349 0.02479
H -1.57077 1.90502 7.15954
H 0.64448 4.67603 3.54772
C -1.78285 2.01266 -3.81959
C 2.69774 1.69988 0.01393
N 0.36330 3.73114 3.34833
H -3.59854 4.59054 -0.88824
H 1.18519 8.33679 -4.54183
C 2.04449 3.60501 -1.83773
H -1.32233 2.90679 -3.39197
H 2.10025 6.23151 -5.55067
H 2.92830 0.95014 0.76108
H -0.84215 -3.55650 1.76413
C 0.52392 3.10000 2.16578
H 4.59421 2.66672 0.17962
Au -0.34747 0.37932 0.40747
H 2.23740 -0.98935 0.61200
C -0.48284 -2.53185 1.71985
O 0.32764 5.03781 -2.50729
C -0.63794 2.96422 5.56366
H 1.15122 7.56069 -2.95549
C -0.23727 2.84243 4.23494
H -1.20738 -0.33659 3.50730
C -0.41791 1.67802 3.49938
H -0.49014 3.87895 6.12742
C -3.03544 3.81025 -1.41757
H -2.27947 -1.53862 1.38693
N -1.38706 -1.67097 0.92236
```

Number 2 is which compound? C8H14N2O2S

Which value of energy relative to the best compared isomer or geometry (same formula, charge and spin) does entry 3 give? 19.74 kcal/mol

Which of these has the highest energy relative to the best compared isomer or geometry (same formula, charge and spin)? C8H14N2O2S

Look up the energy relative to the best compared isomer or geometry (same formula, charge and spin) of the third one. 19.74 kcal/mol